Formula: C40H40CeClNO2PSSe2
Source: OMol25
Level of theory: wB97M-V/def2-TZVPD

Its largest force on an atom is 2.6 eV Å⁻¹. For the LUMO energy (alpha / beta), the calculation gives -3.660 / -3.671 eV. Its net charge is +1. As for the relative energy (zero: lowest compared OMol25 entry of this formula, charge and spin): 111.2 kJ/mol.

The geometry in XYZ format:
```
89
Properties=species:S:1:pos:R:3:forces:R:3
C 3.2860 -1.8113 -3.4844 -0.48 0.56 -0.13
H 0.8495 0.0523 5.3947 -1.08 0.00 0.42
H -5.0359 -0.2726 -4.6571 0.11 0.12 0.48
N 1.7421 0.9192 -1.5931 0.31 -0.37 -1.22
C 1.9001 1.7072 -2.6478 -0.29 -0.34 0.53
C 2.2815 2.5688 3.4252 -0.10 -0.20 0.67
C 2.6589 -0.5916 -3.1686 0.36 0.36 -0.27
C -3.6862 -0.1053 -2.9880 0.55 -0.02 2.55
C -2.3594 -0.2734 -2.5325 -0.72 -0.38 -1.79
H 4.5554 -4.8229 -0.8463 -0.19 -0.23 -0.12
C -3.1186 -0.8700 -5.1771 0.21 0.50 -1.60
C -2.3387 -2.7823 -0.7320 -0.33 1.48 -1.98
H 3.7667 -3.7184 -2.7990 0.40 -0.61 -0.16
C -4.5119 3.0103 0.1063 -0.87 -0.29 -0.01
H -0.1747 3.5480 4.4889 -0.02 0.91 -0.06
H -4.4112 -0.7446 0.8951 0.82 -0.16 -0.22
H -3.4421 -1.0257 -6.2089 0.20 -0.19 0.34
H 3.7205 -1.9945 -4.4583 -0.01 0.08 0.02
H -2.3775 -5.0863 1.6439 -0.12 0.22 0.15
H 1.9247 6.1057 -4.1540 -0.61 -0.72 0.87
H 2.7265 -2.3824 1.5110 -0.14 0.10 0.39
C 3.3171 -2.7924 -2.5291 -0.42 -0.40 0.80
H 0.6975 0.1002 3.5847 0.40 -0.48 0.43
C 1.9592 4.0457 -3.5153 0.12 -0.78 -0.05
H -2.5426 -2.6855 -1.8213 0.17 0.03 0.87
C -5.3885 1.0337 1.1309 1.00 -0.79 -0.15
H -1.4665 -0.8937 2.0096 -0.07 -0.84 -0.86
C -5.4845 2.3608 0.8900 -0.15 1.63 0.25
C 2.7350 -3.7567 -0.1742 -0.41 -0.49 -0.50
Ce 0.3075 1.9156 0.1523 0.25 -0.32 0.00
Se -0.9733 2.3079 2.3987 0.07 0.28 1.30
C 2.1242 -3.2155 1.1670 0.72 -1.59 -1.15
H -0.4215 -0.7246 -3.2434 0.85 -0.40 0.17
S 2.5046 0.9073 -4.0598 0.13 0.10 0.13
H 3.2330 2.6966 3.9686 -0.11 -0.24 -0.67
Se 2.5193 1.5093 1.7757 0.02 0.07 -0.32
H -4.4063 0.1363 -2.1853 0.01 0.13 -1.05
H -1.0373 -1.2810 -5.4736 0.37 -0.13 -0.62
C -2.4601 -4.0371 -0.1848 -0.23 0.58 0.18
H 1.0855 -2.9671 1.0013 -0.28 0.40 0.07
H 4.2633 -4.9453 0.8820 0.04 -0.26 0.52
H -0.0885 5.2236 -0.3522 0.63 -0.37 -0.63
C -3.3467 0.8567 -0.1551 -0.28 0.75 -0.20
H -2.7930 -4.8768 -0.7868 0.32 0.05 0.12
O 2.5763 -0.1490 4.5902 -0.14 0.49 -0.69
C -1.4528 -0.7242 -3.5087 0.21 1.29 1.31
H 3.0533 0.2370 3.8448 0.44 -0.41 -0.11
H 0.9894 2.0133 6.6576 -0.52 -0.06 -0.28
C 2.7489 -2.6771 -1.2264 -0.21 2.21 -0.57
H -4.6020 4.0862 -0.0857 0.30 -0.56 0.01
C -4.3224 0.3038 0.6380 -0.60 -1.01 0.10
C -4.0158 -0.3769 -4.2835 -2.07 -0.08 -0.32
H 2.3196 -5.3309 -1.6625 -0.27 0.20 0.09
H 2.6626 2.0139 6.1514 -0.95 0.12 -0.55
H 0.4245 6.7506 -2.3259 -0.16 0.39 0.52
O 1.6746 3.8129 5.9075 -0.40 0.87 -0.12
C 1.2767 0.4055 4.4812 0.19 0.72 -0.65
C -2.2917 -4.1095 1.1727 0.09 -0.58 1.47
C -0.1373 2.5149 4.2456 -0.35 -1.29 -0.80
H 2.6309 3.7457 -4.3244 -0.38 -0.04 0.13
C 0.5084 4.8473 -1.2171 -0.49 2.42 -0.74
C 1.6382 2.4090 5.8754 2.23 -0.22 0.07
H -6.0235 0.4618 1.7537 -1.03 0.03 0.53
C 2.1706 -0.3801 -1.8960 -0.15 -0.63 0.94
H 2.1284 -4.0561 1.8718 0.18 0.36 0.09
C 2.1808 -1.4281 -0.9608 -0.05 0.28 0.89
H 0.8260 -4.5306 -1.0638 -0.30 0.36 -0.17
C 4.1839 -4.2994 0.0308 0.42 2.23 -0.64
H 4.8998 -3.3984 0.1166 -1.04 -1.36 0.31
H -1.8187 -3.0998 3.0216 -0.09 -0.05 0.16
C -1.7098 -1.7724 1.3489 -0.94 1.19 0.92
Cl -2.2649 3.0124 -1.3693 0.11 0.13 -0.10
C 1.5752 5.3588 -3.3957 -0.28 1.11 0.48
H -0.8479 1.9937 4.8853 0.02 -0.08 0.00
C -2.0168 -1.6103 -0.0086 0.54 -1.40 -0.28
C 1.2728 1.9633 4.4297 -0.27 -0.28 1.07
C 1.5284 3.1248 -2.5528 0.88 0.45 0.25
C -1.9873 -2.9863 1.9637 0.83 -0.62 -0.93
H -6.2771 2.9114 1.3995 0.22 0.13 -0.44
C 0.7905 5.7438 -2.2805 0.51 -0.46 -0.70
H 1.9841 3.5476 3.0687 -0.15 0.15 0.30
H 2.4048 4.1699 6.4156 0.05 -0.26 0.13
H 1.7052 -5.6574 -0.0346 -0.06 0.17 -0.41
P -1.8911 0.0158 -0.8164 0.12 -0.73 0.31
C 1.8150 -4.8687 -0.8044 1.21 -0.68 1.47
H 1.8007 -1.1620 0.0454 0.23 -0.36 -0.69
C 0.9242 3.5634 -1.3426 0.19 -1.72 -0.80
C -3.5227 2.2153 -0.4400 0.42 0.58 0.50
C -1.8045 -0.9531 -4.8137 0.36 -0.76 0.41
```
Forces are in eV/Å.

Atomic partial charges in e from the Löwdin method, atoms 1 to 2:
1 C -0.0513
2 H 0.1223

***

Formula: C40H40IrN5O3S3Si
Source: OMol25
Level of theory: wB97M-V/def2-TZVPD

Its largest force on an atom is 2.0 eV Å⁻¹. For the LUMO energy (alpha / beta), the calculation gives -3.476 / -4.274 eV. As for the spin multiplicity: 2. Its net charge is +1. As for the relative energy (zero: lowest compared OMol25 entry of this formula, charge and spin): 336.0 kJ/mol.

The geometry in XYZ format:
```
93
Properties=species:S:1:pos:R:3:forces:R:3
C 4.1403 -0.3149 0.6335 0.06 -0.01 -0.08
S 0.2675 -3.4510 -0.4321 -0.03 -0.57 0.15
H 2.6744 -1.5483 1.5738 0.16 -0.04 -0.06
H 0.8363 -5.5255 0.5989 0.00 0.00 0.03
C 1.1621 -1.7520 4.2592 -0.11 -0.05 0.01
H 5.0625 -0.8046 0.9047 -0.02 0.01 0.05
H 1.1050 -1.0558 6.2789 0.05 0.01 -0.01
C -1.4232 6.6765 0.9182 -0.01 -0.04 -0.04
C -0.1865 1.3302 5.8512 -0.05 0.02 0.01
H -5.0024 -2.3872 -1.1881 -0.01 0.01 0.02
H -3.1140 5.3444 1.0292 0.01 0.02 0.01
C -3.0798 -1.5442 -1.4949 0.01 0.14 -0.14
C -2.0351 5.4336 1.0017 0.06 -0.02 -0.04
C -0.0063 3.7017 -2.4851 -0.05 0.02 0.08
H 0.9836 -2.1755 2.1473 -0.09 0.00 0.01
C 0.9583 -4.4816 0.8818 -0.02 -0.02 0.02
C 0.4901 -5.1699 -2.5523 -0.01 -0.04 -0.02
C 1.1661 -4.2656 -1.7531 0.14 0.09 -0.06
C -0.9140 -2.2492 -3.8560 -0.14 -0.22 0.25
H -0.1021 1.6006 -3.8977 0.03 0.02 -0.09
H 1.6641 -2.6832 4.4802 -0.03 -0.02 -0.02
H 1.8201 5.6992 1.0089 -0.01 -0.01 0.02
H -3.6215 -1.7623 3.2579 -0.02 0.01 -0.02
C 2.4694 1.1779 -0.3155 0.49 0.15 0.11
H 2.0875 0.1926 -3.1537 0.00 -0.03 0.02
H -2.6937 -0.2657 3.0717 -0.04 -0.01 0.01
H -1.7963 -1.9870 -4.4446 0.02 -0.01 -0.01
H 0.3902 -4.2720 1.7884 0.02 -0.01 -0.01
C 1.1680 -5.7781 -3.6014 0.02 0.03 0.03
O -1.7465 2.2955 -1.6837 -0.12 -0.24 -0.16
H 4.2108 -4.3335 -3.2110 0.00 -0.02 0.01
N -1.8967 -0.9695 0.4850 -0.35 0.17 1.48
H 3.2812 3.3451 -1.8184 0.00 -0.04 -0.02
H -1.7254 0.9218 -4.1108 0.02 -0.03 -0.06
H 0.6538 -6.4920 -4.2311 0.00 0.01 -0.01
C -0.8389 2.4490 5.4108 -0.02 -0.05 -0.15
H -1.6428 3.5476 3.7318 -0.01 -0.02 0.05
H -3.1150 -1.5763 -2.5737 -0.04 -0.01 0.03
H -1.8619 -1.8221 3.0786 -0.05 -0.06 0.05
N -0.7954 -0.5630 -1.3677 1.11 -0.03 0.56
S 4.1815 1.0839 -0.3382 0.09 -0.06 -0.03
C 2.8716 -0.6865 0.9637 -0.03 0.04 -0.09
H -4.8516 -2.2721 1.3023 0.00 0.00 -0.01
S -2.1531 2.7129 1.1095 -0.13 0.40 0.23
H 2.0839 -1.5170 -3.5878 -0.02 0.02 0.00
C 0.1359 4.3769 1.0958 -0.03 0.02 -0.05
C 1.6976 2.1315 -1.0511 -0.21 0.07 0.04
O -1.1556 -3.8800 -0.5583 0.16 0.22 0.00
C 1.8837 0.1811 0.4113 -0.21 0.13 0.10
C -0.4633 2.6376 -1.7071 0.26 -0.04 0.02
H -0.5510 -5.3844 -2.3452 0.00 0.03 -0.02
H 3.0220 -5.9398 -4.6649 0.00 0.00 0.00
C -0.6559 0.6966 -4.1412 -0.12 0.06 0.04
H 0.7365 3.4831 1.1993 0.01 -0.02 0.01
C 1.6593 -0.7817 -2.9011 0.03 -0.01 0.00
C -1.2490 4.2889 1.0800 -0.06 0.00 0.11
H -2.0285 7.5723 0.8704 0.01 -0.01 -0.02
H -0.1735 -2.6761 -4.5364 0.01 0.04 0.00
C -0.0373 6.7694 0.9016 -0.01 0.00 0.01
C -0.7581 1.7031 3.1180 -0.04 0.70 -0.24
C 0.7399 5.6230 0.9993 -0.01 0.01 -0.01
C 3.1716 -4.5692 -3.0225 -0.02 0.00 0.00
H -2.2439 2.8235 -2.3210 0.01 0.03 0.06
C -1.9399 -1.0469 -0.8434 -0.34 -0.20 -0.66
H 1.7127 4.8120 -3.0842 -0.01 -0.01 0.00
C -4.1166 -1.9795 -0.7182 -0.01 0.03 0.18
H -0.3980 0.4294 -5.1700 -0.02 -0.05 0.02
C 2.5004 -5.4706 -3.8411 0.00 -0.02 0.02
H -1.1503 3.2029 6.1213 0.01 0.02 -0.02
C -1.1276 2.6527 4.0433 0.02 0.16 0.20
C 0.7978 -1.4645 2.9370 -0.20 -0.20 0.03
N -0.9456 1.7409 1.7463 0.25 -0.31 -0.38
N 0.1918 -0.3497 2.5927 0.63 -0.30 -0.89
H -1.2034 -3.0271 -3.1458 0.02 0.00 -0.06
O -3.2264 2.9481 2.1009 0.06 -0.29 -0.13
C 0.1983 0.3481 4.9136 0.02 -0.13 0.08
H 0.4367 7.7393 0.8242 0.00 -0.01 0.02
N 0.3643 1.8877 -0.9661 -0.17 0.28 0.47
C 2.5041 -3.9620 -1.9704 -0.03 0.01 0.04
C -2.7687 -1.3100 2.7589 0.07 0.15 -0.07
C -0.1081 0.5582 3.5566 0.27 -0.32 0.31
H 0.0237 1.1781 6.9014 0.02 0.00 -0.01
H 2.0138 -4.2375 1.0147 -0.01 -0.04 0.00
H 3.0204 -3.2592 -1.3239 -0.02 0.04 -0.06
C 2.2149 3.1698 -1.7970 0.05 0.10 -0.06
C -2.9194 -1.3997 1.2743 0.18 0.18 -0.02
Ir -0.1499 0.2446 0.5294 -1.76 0.19 -0.82
C 0.8594 -0.8522 5.2440 -0.03 0.02 0.01
H -0.7103 4.2833 -3.0656 -0.04 0.01 0.07
Si -0.2074 -0.7353 -3.0231 0.35 0.18 -0.09
C -4.0427 -1.9092 0.6856 -0.08 -0.19 -0.26
C 1.3387 3.9796 -2.5027 0.10 0.03 -0.06
H 1.9807 -1.0340 -1.8897 0.04 -0.06 -0.05
```
Forces are in eV/Å.

Atomic partial charges in e from the Löwdin method, atoms 1 to 2:
1 C -0.3826
2 S 0.8784